# 1
This record from OMol25 describes the molecule C3H5N5. The level of theory is ωB97M-V/def2-TZVPD.

Max |F| (eV/Å): 7.776
Orbital gap (eV): 9.23
HOMO energy (hartree): -0.3400

```
! wB97M-V def2-TZVPD RIJCOSX def2/J DEFGRID3
* xyz 0 1
H 3.72 0.72 0.07
N 3.29 -0.31 0.18
C 2.01 -0.17 -0.04
N 1.31 1.02 -0.08
C 0.07 0.74 -0.14
N -0.72 -0.31 0.14
C -2.26 -0.17 0.07
N 0.07 -1.44 -0.23
N 1.27 -1.41 -0.05
H -0.80 1.52 -0.53
H -2.55 1.00 0.43
H -2.82 -0.75 1.14
H -2.58 -0.43 -0.96
*
```

Atomic partial charges in e from the natural (NBO) method, atoms 1 to 6: H 0.34; N -0.59; C 0.42; N -0.50; C 0.33; N -0.33

---

# 2
This record from OMol25 describes C47H56CaN8O3S2 as an isolated structure. The level of theory is ωB97M-V/def2-TZVPD.

Max |F| (eV/Å): 1.500
Orbital gap (eV): 7.98
HOMO energy (hartree): -0.4483

```
! wB97M-V def2-TZVPD RIJCOSX def2/J DEFGRID3
* xyz 2 1
Ca -0.91 -0.76 -1.59
N -2.16 -1.21 0.40
C -2.53 -2.64 0.37
C -3.24 -2.98 -0.94
N -2.55 -2.40 -2.11
C -1.71 -3.38 -2.82
C -0.52 -3.85 -1.99
N 0.30 -2.69 -1.59
C -3.50 -1.76 -3.04
C -4.02 -0.44 -2.48
N -2.86 0.45 -2.23
H -1.62 -1.05 1.24
H -3.01 -0.66 0.49
H -3.18 -2.92 1.20
H -1.61 -3.22 0.47
H -4.25 -2.58 -0.90
H -3.33 -4.07 -1.04
H -1.32 -2.89 -3.72
H -2.31 -4.25 -3.12
H 0.03 -4.59 -2.58
H -0.86 -4.36 -1.10
H 0.83 -2.35 -2.40
H 1.01 -2.96 -0.91
H -4.35 -2.42 -3.27
H -2.97 -1.54 -3.96
H -4.56 -0.59 -1.55
H -4.71 -0.01 -3.21
H -3.16 1.28 -1.73
H -2.52 0.76 -3.13
C -1.88 -5.25 3.88
C -0.88 -4.34 3.23
C -0.95 -2.95 3.39
C -0.02 -2.11 2.82
C 1.02 -2.65 2.06
C 1.10 -4.02 1.88
C 0.16 -4.85 2.46
S 2.39 -1.65 1.36
O 3.39 -2.67 0.93
C 2.85 -0.97 2.95
C 3.31 -1.91 3.90
C 3.44 -1.57 5.20
C 3.00 -0.29 5.65
C 3.01 0.05 7.02
C 2.57 1.27 7.44
C 2.07 2.20 6.51
C 2.07 1.90 5.17
C 2.56 0.66 4.70
C 2.57 0.34 3.29
C 2.51 1.52 2.34
C 3.64 2.43 2.46
C 4.81 2.10 3.20
C 5.83 2.99 3.33
C 5.77 4.26 2.73
C 4.69 4.59 1.96
C 3.62 3.68 1.78
C 2.55 3.99 0.93
C 1.56 3.09 0.71
C 1.53 1.86 1.42
S 0.12 0.82 1.02
O 0.24 0.57 -0.48
C -1.21 2.01 1.12
C -1.84 2.20 2.34
C -2.90 3.08 2.44
C -3.37 3.77 1.33
C -4.52 4.73 1.43
C -2.73 3.56 0.10
C -1.67 2.68 -0.01
H -2.81 -4.73 4.11
H -1.48 -5.63 4.83
H -2.10 -6.11 3.26
H -1.74 -2.53 4.01
H -0.07 -1.05 3.01
H 1.94 -4.42 1.33
H 0.25 -5.92 2.33
H 3.59 -2.89 3.54
H 3.83 -2.27 5.92
H 3.38 -0.69 7.73
H 2.60 1.53 8.49
H 1.69 3.15 6.85
H 1.68 2.63 4.47
H 4.90 1.13 3.66
H 6.71 2.72 3.90
H 6.58 4.96 2.86
H 4.63 5.55 1.46
H 2.53 4.96 0.43
H 0.76 3.32 0.03
H -1.48 1.67 3.22
H -3.38 3.22 3.40
H -4.95 4.72 2.43
H -5.30 4.48 0.72
H -4.18 5.74 1.21
H -3.07 4.11 -0.77
H -1.17 2.53 -0.96
C 2.25 -0.03 -6.90
N 1.76 0.07 -5.53
C 1.34 -0.95 -4.77
N 1.43 -2.20 -5.32
O 0.86 -0.77 -3.64
H 2.58 0.96 -7.21
H 1.47 -0.36 -7.58
H 3.10 -0.70 -6.97
H 1.63 0.98 -5.14
H 1.95 -2.35 -6.16
H 1.27 -2.99 -4.73
N -0.47 2.12 -3.59
C -1.03 1.85 -4.84
C -1.16 2.84 -5.81
C -1.75 2.52 -7.01
C -2.19 1.22 -7.23
C -2.05 0.31 -6.20
N -1.50 0.61 -5.02
H 0.07 2.97 -3.53
H -0.02 1.34 -3.12
H -0.81 3.85 -5.61
H -1.87 3.27 -7.78
H -2.66 0.93 -8.16
H -2.41 -0.71 -6.31
*
```

Atomic partial charges in e from the Mulliken method, atoms 1 to 6: Ca 3.19; N -0.40; C 0.77; C -2.00; N 0.58; C -0.75

---

# 3
This record from OMol25 describes O4V2 as an isolated structure. The level of theory is ωB97M-V/def2-TZVPD.

Max |F| (eV/Å): 6.342
Orbital gap (eV): 7.32
HOMO energy (hartree): -0.7456

```
! wB97M-V def2-TZVPD RIJCOSX def2/J DEFGRID3
* xyz 2 1
O 1.43 -0.01 -2.22
V 0.44 0.57 -1.23
O 0.57 -0.13 0.14
O -0.07 0.97 1.35
V -1.04 -0.36 1.73
O -1.33 -1.03 0.24
*
```

How positive or negative is each atom? The Mulliken charges in e answer that: O -0.33; V 1.88; O -0.55; O -0.40; V 1.86; O -0.46

---

# 4
This record from OMol25 describes C36H47As4P2S6Tc as an isolated structure. The level of theory is ωB97M-V/def2-TZVPD.

Max |F| (eV/Å): 0.756
Orbital gap (alpha / beta) (eV): 5.56 / 5.56
HOMO energy (alpha / beta) (hartree): -0.1203 / -0.1561

```
! wB97M-V def2-TZVPD RIJCOSX def2/J DEFGRID3
* xyz -1 4
Tc 0.33 -0.64 0.01
S -2.30 -0.41 2.60
P -0.83 1.08 2.52
C -0.01 1.25 1.09
P -0.46 2.19 -0.21
S -1.34 1.15 -1.70
C 1.06 3.01 -0.84
C 1.07 3.63 -2.09
C 2.14 4.43 -2.47
C 3.21 4.61 -1.61
C 3.22 3.98 -0.37
C 2.15 3.17 0.01
C -1.37 3.76 0.18
C -0.87 4.61 1.16
C -1.51 5.81 1.44
C -2.64 6.19 0.73
C -3.13 5.35 -0.27
C -2.49 4.14 -0.54
C -1.82 2.48 3.14
C -3.03 2.81 2.51
C -3.78 3.88 2.97
C -3.35 4.63 4.06
C -2.17 4.29 4.70
C -1.41 3.22 4.25
C 0.38 0.74 3.83
C 1.54 1.51 3.85
C 2.53 1.28 4.80
C 2.36 0.25 5.73
C 1.22 -0.52 5.71
C 0.21 -0.27 4.77
H 0.22 3.49 -2.76
H 2.13 4.91 -3.44
H 4.05 5.24 -1.90
H 4.07 4.10 0.30
H 2.15 2.64 0.95
H 0.01 4.33 1.72
H -1.13 6.45 2.23
H -3.14 7.12 0.95
H -4.01 5.64 -0.83
H -2.88 3.48 -1.31
H -3.36 2.24 1.65
H -4.71 4.14 2.46
H -3.95 5.46 4.41
H -1.84 4.86 5.56
H -0.49 2.96 4.75
H 1.70 2.25 3.08
H 3.43 1.87 4.79
H 3.14 0.04 6.45
H 1.10 -1.35 6.39
H -0.67 -0.90 4.75
C -0.48 -4.18 -2.07
As -0.60 -2.26 -1.82
C -2.54 -2.17 -1.80
C -0.42 -1.61 -3.66
C 0.98 -1.48 -4.26
C 1.72 -2.83 -4.16
C 1.81 -0.36 -3.61
As 2.20 -0.36 -1.68
C 3.41 -1.87 -1.53
C 3.59 0.98 -1.79
C 0.87 -1.20 -5.78
As -0.15 0.24 -6.68
C -2.00 -0.31 -6.32
C -0.12 1.78 -5.48
H -0.94 -4.41 -3.03
H -1.03 -4.64 -1.26
H 0.54 -4.52 -2.03
H -2.91 -2.70 -2.67
H -2.86 -1.13 -1.82
H -2.90 -2.64 -0.89
H -0.92 -0.65 -3.64
H -1.02 -2.29 -4.27
H 1.89 -3.13 -3.14
H 2.69 -2.77 -4.65
H 1.14 -3.62 -4.65
H 1.34 0.60 -3.78
H 2.79 -0.33 -4.09
H 3.94 -2.03 -2.47
H 2.87 -2.77 -1.22
H 4.11 -1.62 -0.73
H 4.34 0.61 -2.48
H 4.02 1.10 -0.80
H 3.20 1.93 -2.14
H 0.47 -2.09 -6.28
H 1.88 -1.07 -6.18
H -2.13 -1.37 -6.56
H -2.65 0.27 -6.98
H -2.30 -0.14 -5.29
H 0.89 2.20 -5.43
H -0.48 1.57 -4.48
H -0.77 2.53 -5.94
S -0.48 -3.43 4.51
As 0.43 -3.12 2.63
S 2.14 -1.03 1.30
S -1.27 -1.75 1.37
S 0.63 -4.71 1.29
*
```

Atomic partial charges in e from the Mulliken method, atoms 1 to 6: Tc -0.16; S -0.31; P 1.00; C 0.04; P 1.69; S -0.76